Formula: C6H8N
Source: the Open Molecules 2025 dataset
Level of theory: the ωB97M-V functional and the def2-TZVPD basis

Properties
Frontier orbital gap (alpha / beta): 7.675 / 7.634 eV
SMILES: C=[N+]1C=CC=CC1
Electronic energy: -7829.199 eV
LUMO energy (alpha / beta): -5.4 / -5.2 eV
Largest force on an atom: 6.13 eV/Å

ORCA input file:
```
! wB97M-V def2-TZVPD RIJCOSX def2/J DEFGRID3
* xyz 1 1
C -1.912 0.273 0.048
C -1.467 -1.049 0.008
C 2.079 -0.403 -0.188
C 0.284 1.280 0.278
C -0.880 1.009 -0.583
C -0.075 -1.080 -0.067
N 0.827 -0.087 -0.029
H -2.386 0.715 0.826
H -1.901 -1.989 0.245
H 2.193 -1.330 -0.461
H 2.767 0.396 -0.056
H 0.968 2.069 0.027
H -0.080 1.337 1.311
H -0.719 0.840 -1.596
H 0.302 -1.982 0.235
*
```